Record 1
19
Properties=species:S:1:pos:R:3 method="wB97M-V/def2-TZVPD" e_lumo_ev="-3.5 / -4.7" gap_ha="0.309 / 0.242" total_charge=+1 homo_ev="-11.96 / -11.28"
C 1.483 -1.643 1.546
O 1.740 -0.619 0.607
C 1.179 -0.836 -0.673
H 1.875 -1.313 2.515
H 0.398 -1.809 1.646
H 2.004 -2.563 1.240
H 0.680 0.268 -0.810
H 1.737 -1.706 -1.068
Rb 2.648 2.245 1.279
O -0.123 3.195 -0.376
C -1.084 2.417 -0.583
C -1.346 1.327 0.267
O -2.260 0.351 -0.063
C -2.149 -0.434 -1.065
H -1.464 2.296 -1.621
H -1.305 1.438 1.349
H -2.547 -1.440 -0.917
H -1.776 -0.023 -2.010
H 0.311 -1.151 -1.264


Record 2
81
Properties=species:S:1:pos:R:3 method="wB97M-V/def2-TZVPD" e_lumo_ev="-11.1 / -12.8" gap_ha="0.265 / 0.199" s2=3.79 total_charge=+4 homo_ev="-18.28 / -18.25" spin_multiplicity=4
Tc -0.671 1.274 0.238
C -3.904 5.037 1.473
C -2.762 4.073 1.847
C -2.897 3.591 3.290
C -2.737 2.959 0.834
C -2.104 3.132 -0.402
C -2.119 2.132 -1.396
C -2.921 0.978 -1.236
C -3.150 0.035 -2.378
C -3.535 0.798 0.003
C -3.408 1.738 1.026
H -3.871 5.905 2.129
H -4.875 4.554 1.600
H -3.825 5.388 0.443
H -1.823 4.625 1.746
H -3.911 3.250 3.510
H -2.693 4.416 3.970
H -2.198 2.782 3.526
H -1.549 4.043 -0.588
H -1.688 2.344 -2.368
H -2.266 -0.090 -3.004
H -3.931 0.451 -3.020
H -3.506 -0.939 -2.040
H -4.157 -0.077 0.167
H -3.907 1.559 1.972
N 0.942 0.686 -1.076
C 2.189 1.472 -0.767
C 3.156 1.668 -1.945
C 4.419 0.786 -1.985
C 5.576 1.572 -2.619
N 6.848 0.852 -2.539
C 7.767 0.715 -3.507
N 7.515 1.059 -4.765
N 8.953 0.199 -3.203
C 1.731 2.821 -0.211
O 2.432 3.773 -0.152
O 0.457 2.817 0.242
H 1.141 -0.312 -1.050
H 0.662 0.893 -2.033
H 2.685 0.974 0.070
H 3.472 2.710 -1.882
H 2.601 1.572 -2.883
H 4.253 -0.132 -2.552
H 4.708 0.494 -0.971
H 5.680 2.533 -2.111
H 5.343 1.787 -3.659
H 7.171 0.647 -1.606
H 6.644 1.464 -5.052
H 8.227 0.970 -5.472
H 9.209 -0.027 -2.256
H 9.661 0.062 -3.906
C 0.821 1.402 3.024
O 0.317 0.473 2.002
C 0.168 -0.863 2.366
C 0.877 -1.423 3.411
C 0.623 -2.740 3.768
Br 1.554 -3.507 5.191
C -0.322 -3.477 3.079
C -1.006 -2.927 1.988
C -0.753 -1.596 1.648
O -1.420 -0.893 0.624
C -1.962 -3.824 1.331
N -2.530 -4.830 2.015
C -3.276 -5.496 1.138
C -4.089 -6.660 1.360
C -4.802 -7.135 0.302
C -4.709 -6.513 -0.967
C -3.915 -5.355 -1.213
C -3.200 -4.891 -0.160
N -2.351 -3.793 0.029
H 0.383 1.144 3.985
H 0.510 2.395 2.719
H 1.906 1.344 3.061
H 1.604 -0.849 3.969
H -0.540 -4.496 3.367
H -2.306 -1.252 0.472
H -4.085 -7.150 2.324
H -5.428 -8.009 0.416
H -5.261 -6.939 -1.797
H -3.921 -4.881 -2.185
H -1.922 -3.271 -0.719


Record 3
129
Properties=species:S:1:pos:R:3 method="wB97M-V/def2-TZVPD" e_lumo_ev=1.9 gap_ha=0.362 total_charge=-1 homo_ev=-7.92
As -0.815 0.071 -0.126
F -2.368 0.817 -0.789
F -0.071 1.682 -0.511
F 0.793 -0.639 0.248
F -1.733 -1.395 0.261
F -0.475 -0.576 -1.784
F -1.181 0.687 1.517
C 1.450 -0.386 9.132
O 0.636 -1.142 8.153
C 1.043 -0.831 6.794
C 0.560 -1.895 5.803
O -0.654 -2.403 6.250
C -1.563 -2.776 5.180
H 1.192 -0.650 10.157
H 1.414 0.699 9.034
H 2.486 -0.615 8.882
H 2.132 -0.795 6.780
H 0.657 0.148 6.509
H 1.329 -2.665 5.744
H 0.593 -1.347 4.861
H -1.771 -1.941 4.511
H -2.552 -3.042 5.552
H -1.252 -3.663 4.628
C -5.727 -5.478 1.846
O -5.882 -5.913 0.540
C -4.607 -6.312 -0.078
C -4.730 -6.711 -1.523
O -5.369 -8.001 -1.654
C -6.771 -7.983 -1.657
H -5.305 -6.214 2.531
H -6.725 -5.254 2.221
H -5.136 -4.570 1.963
H -4.034 -7.013 0.529
H -3.992 -5.413 -0.062
H -3.713 -6.855 -1.890
H -5.117 -5.979 -2.231
H -7.076 -9.010 -1.853
H -7.214 -7.483 -2.519
H -7.156 -7.634 -0.699
C 6.075 -2.369 1.869
O 7.277 -2.577 2.696
C 8.456 -2.609 1.907
C 9.507 -3.592 2.557
O 9.087 -5.031 2.552
C 7.980 -5.270 3.444
H 5.936 -3.130 1.101
H 6.151 -1.370 1.441
H 5.164 -2.301 2.463
H 8.943 -1.634 1.873
H 8.272 -2.903 0.873
H 9.682 -3.337 3.603
H 10.493 -3.570 2.091
H 8.098 -6.259 3.887
H 7.012 -5.218 2.946
H 7.958 -4.564 4.275
C -6.747 -2.964 -8.263
O -5.745 -2.471 -9.058
C -4.927 -1.390 -8.586
C -3.792 -1.781 -7.710
O -4.226 -2.437 -6.512
C -3.218 -2.409 -5.451
H -6.967 -3.924 -8.730
H -7.669 -2.385 -8.293
H -6.494 -3.128 -7.215
H -5.499 -0.572 -8.148
H -4.427 -0.911 -9.427
H -3.370 -0.830 -7.385
H -3.035 -2.318 -8.282
H -3.493 -2.895 -4.515
H -3.018 -1.361 -5.226
H -2.308 -2.877 -5.826
C 3.443 10.405 -2.631
O 3.568 9.014 -3.024
C 3.003 8.133 -2.122
C 3.243 6.637 -2.484
O 2.553 6.111 -3.641
C 2.900 4.768 -3.835
H 2.480 10.827 -2.920
H 4.205 10.989 -3.146
H 3.458 10.594 -1.557
H 1.922 8.273 -2.129
H 3.367 8.422 -1.136
H 2.890 5.966 -1.702
H 4.331 6.562 -2.490
H 2.537 4.110 -3.046
H 3.976 4.629 -3.934
H 2.334 4.396 -4.689
C 2.057 5.199 3.223
C 1.684 6.103 4.458
O 2.623 7.191 4.671
C 2.634 8.249 3.877
O 1.971 8.362 2.895
C 3.592 9.354 4.330
F 4.457 9.554 3.353
F 2.939 10.513 4.641
F 4.297 9.030 5.427
H 1.870 5.664 2.255
H 1.474 4.279 3.258
H 3.106 4.910 3.292
H 1.865 5.490 5.342
H 0.663 6.483 4.476
C 2.237 -5.343 -2.333
C 0.866 -5.393 -3.092
O 0.577 -6.554 -3.870
C 1.176 -6.699 -5.091
O 1.794 -5.836 -5.634
C 1.027 -8.087 -5.666
F 2.202 -8.701 -5.547
F 0.051 -8.791 -5.108
F 0.762 -7.994 -7.018
H 2.361 -6.229 -1.710
H 2.230 -4.458 -1.696
H 2.950 -5.103 -3.122
H 0.776 -4.507 -3.721
H -0.010 -5.347 -2.445
C -3.440 6.470 -0.146
C -4.176 5.427 0.673
O -5.258 5.996 1.332
C -5.151 6.393 2.645
O -4.077 6.570 3.208
C -6.498 6.664 3.311
F -7.515 6.425 2.447
F -6.568 5.877 4.383
F -6.519 7.943 3.710
H -3.988 7.104 -0.844
H -2.591 6.060 -0.693
H -2.936 7.158 0.533
H -3.576 4.837 1.365
H -4.603 4.764 -0.080


Record 4
68
Properties=species:S:1:pos:R:3 method="wB97M-V/def2-TZVPD" e_lumo_ev="-3.2 / -9.5" gap_ha="0.304 / 0.072" s2=0.76 total_charge=+1 homo_ev="-11.44 / -11.44" spin_multiplicity=2
N -0.173 0.179 -0.372
H -0.060 0.321 -1.366
H -0.062 1.088 0.055
H 0.439 -0.508 0.044
H -1.096 -0.197 -0.212
C 0.293 1.539 3.429
F 0.541 0.229 3.110
F -0.053 1.552 4.733
F 1.401 2.183 3.282
S -1.128 2.302 2.326
O -2.160 1.299 2.046
O -1.622 3.506 2.956
N -0.261 2.455 0.799
S -0.176 3.926 0.564
O -1.373 4.629 0.122
O 0.591 4.539 1.677
C 1.030 4.044 -0.994
F 2.232 3.596 -0.611
F 0.543 3.272 -2.013
F 1.152 5.363 -1.307
C 2.928 -1.549 0.227
O 1.674 -1.542 0.115
N 3.659 -0.429 0.377
C 5.095 -0.380 0.278
C 3.101 0.880 0.477
H 3.605 -2.398 0.044
H 5.589 -1.349 0.339
H 5.549 0.201 1.081
H 5.515 0.084 -0.614
H 2.034 0.989 0.673
H 3.629 1.462 1.232
H 3.216 1.230 -0.548
C -2.839 -1.987 0.935
O -2.202 -1.592 -0.027
N -3.549 -3.096 0.892
C -4.576 -3.506 1.888
C -3.741 -3.744 -0.384
H -2.882 -1.601 1.965
H -4.492 -3.026 2.863
H -4.572 -4.589 2.010
H -5.535 -3.273 1.425
H -2.796 -3.652 -0.918
H -4.031 -4.778 -0.198
H -4.523 -3.134 -0.837
C 0.650 0.851 -4.027
O 0.126 0.454 -3.017
N 1.937 0.676 -4.326
C 2.429 0.942 -5.681
C 2.990 0.073 -3.462
H 0.069 1.282 -4.857
H 1.628 1.088 -6.406
H 3.051 0.107 -6.002
H 3.116 1.787 -5.719
H 3.529 -0.716 -3.986
H 3.665 0.876 -3.167
H 2.550 -0.369 -2.568
C -4.151 1.221 -0.022
C -5.066 0.463 0.844
N -5.735 -0.212 1.511
H -3.325 0.561 -0.288
H -3.749 2.133 0.421
H -4.588 1.478 -0.987
C 0.520 -2.521 3.313
C -0.554 -3.500 3.483
N -1.480 -4.230 3.586
H 1.412 -3.098 3.557
H 0.462 -1.654 3.970
H 0.599 -2.230 2.266


Record 5
96
Properties=species:S:1:pos:R:3 method="wB97M-V/def2-TZVPD" e_lumo_ev=1.8 gap_ha=0.237 total_charge=-1 homo_ev=-4.63
C 2.590 7.848 -2.836
O 2.302 7.705 -4.267
B 1.000 7.053 -4.447
O -0.126 7.982 -4.545
C 0.807 5.429 -4.578
N 1.348 4.645 -3.435
C 0.664 4.942 -2.145
C 1.178 3.801 -1.108
C 0.422 2.446 -0.972
C 0.994 1.360 0.009
C 2.313 1.649 0.813
C 2.995 0.574 1.803
C 3.026 3.035 0.668
C 2.470 4.137 -0.307
P 1.893 4.926 -6.086
N 3.444 5.198 -5.695
C -0.692 5.083 -5.007
O -1.477 4.266 -4.432
O -1.145 5.724 -6.174
H 1.654 8.085 -2.214
H 3.031 6.827 -2.511
H 3.408 8.630 -2.699
H -0.294 8.072 -5.513
H 2.345 4.902 -3.267
H 0.934 5.959 -1.685
H -0.472 4.828 -2.170
H -0.516 2.282 -1.605
H 0.437 0.365 0.096
H 4.063 0.404 1.396
H 2.419 -0.411 1.758
H 3.122 0.963 2.870
H 3.980 3.197 1.293
H 3.000 5.150 -0.444
H 1.470 5.595 -7.278
H 1.810 3.499 -6.341
H 3.947 4.287 -5.718
C 8.311 3.710 -0.783
C 6.930 4.327 -0.925
O 6.210 4.395 0.300
C 6.804 5.162 1.338
C 7.016 6.620 0.973
H 8.240 2.705 -0.358
H 8.799 3.644 -1.759
H 8.955 4.298 -0.126
H 6.334 3.707 -1.599
H 6.985 5.318 -1.387
H 7.740 4.696 1.665
H 6.121 5.108 2.191
H 7.702 6.734 0.131
H 7.434 7.169 1.821
H 6.068 7.085 0.687
C -2.404 -2.013 0.014
C -1.933 -2.052 1.457
O -1.681 -0.766 2.007
C -2.784 0.129 2.049
C -3.953 -0.385 2.872
H -1.673 -1.497 -0.614
H -2.541 -3.028 -0.369
H -3.354 -1.486 -0.091
H -0.987 -2.600 1.505
H -2.639 -2.602 2.090
H -3.100 0.387 1.033
H -2.416 1.054 2.500
H -4.371 -1.305 2.459
H -4.753 0.360 2.905
H -3.634 -0.602 3.896
C -6.877 -6.235 4.074
C -6.532 -4.777 3.825
O -5.139 -4.544 3.661
C -4.511 -5.219 2.578
C -5.091 -4.863 1.221
H -6.350 -6.607 4.957
H -7.953 -6.348 4.235
H -6.596 -6.871 3.233
H -6.844 -4.187 4.690
H -7.085 -4.381 2.966
H -4.531 -6.301 2.745
H -3.458 -4.925 2.598
H -6.143 -5.147 1.139
H -4.544 -5.377 0.426
H -5.030 -3.784 1.050
C -1.360 -9.672 -0.161
C -1.519 -8.597 0.900
O -2.834 -8.058 0.970
C -3.875 -8.974 1.276
C -3.706 -9.663 2.618
H -1.635 -9.282 -1.145
H -0.323 -10.018 -0.199
H -1.994 -10.538 0.036
H -0.855 -7.762 0.660
H -1.208 -8.964 1.884
H -3.985 -9.705 0.468
H -4.803 -8.394 1.292
H -2.798 -10.269 2.654
H -4.555 -10.321 2.819
H -3.637 -8.924 3.422


Record 6
19
Properties=species:S:1:pos:R:3 method="wB97M-V/def2-TZVPD" e_lumo_ev=-5.0 gap_ha=0.293 total_charge=+1 homo_ev=-13.00
C 0.063 -1.424 -0.573
C 1.590 0.454 -0.129
C 1.248 -0.679 -0.765
C -0.848 -0.985 0.279
C -0.714 0.349 0.946
C -1.803 1.267 0.449
N -4.045 1.215 1.194
N -3.002 1.102 0.814
N 0.586 1.098 0.670
N 2.370 -1.389 -1.507
O 3.398 -0.709 -1.585
O 2.144 -2.527 -1.750
Br -2.386 -1.876 0.849
Br -1.676 2.051 -1.343
H 0.147 -2.371 -1.168
H 2.619 0.926 0.055
H -0.721 0.247 2.006
H 0.775 1.400 1.623
H 0.253 1.852 -0.066


Record 7
19
Properties=species:S:1:pos:R:3 method="wB97M-V/def2-TZVPD" e_lumo_ev=-3.3 gap_ha=0.367 total_charge=+1 homo_ev=-13.26
C 0.305 -1.957 -0.227
N 0.633 -0.767 -0.964
C -0.192 -0.699 -2.235
C 0.716 0.496 -0.224
N -0.006 0.685 0.813
O -0.759 -0.030 1.433
N -0.312 2.307 1.382
N -1.007 2.145 2.451
H 0.599 -2.840 -0.837
H 1.067 -2.107 0.590
H -0.646 -1.867 0.445
H 1.665 -1.001 -1.097
H -0.019 0.355 -2.625
H -0.020 -1.493 -3.028
H -1.344 -0.840 -1.834
H 1.258 1.245 -0.759
H 0.487 2.941 1.307
H -0.504 1.690 3.196
H -1.920 1.737 2.215